i.
Here is a cluster of 2 separate species, C5H8N2 in total from OMol25. Energies are from ωB97M-V with the def2-TZVPD basis set.

Geometry as XYZ:
```
15
Properties=species:S:1:pos:R:3:mulliken_charge:R:1
C 2.128 -1.025 0.236 0.258
C -1.713 -0.992 0.202 -1.066
H -2.601 -0.821 -0.413 0.312
H 2.365 1.148 0.468 0.338
H -0.710 2.033 1.502 0.252
C -0.846 0.203 0.207 0.435
C -0.602 1.626 0.492 -0.530
H 0.274 -0.068 -2.289 -0.008
H -2.049 -1.243 1.216 0.311
H -1.165 -1.849 -0.200 0.278
C 1.692 0.310 0.378 -0.350
N 2.454 -2.135 0.110 -0.475
H 1.010 -0.092 -2.164 0.006
N 0.380 0.547 0.347 0.012
H -0.619 2.370 -0.308 0.227
```

Computed properties:
Multiplicity: 1
Frontier orbital gap (eV): 8.3219
LUMO level (eV): 0.73
E_HOMO (Ha): -0.2789



ii.
Here is the molecule C5H8N2 from OMol25. Energies are from ωB97M-V with the def2-TZVPD basis set.

Geometry as XYZ:
```
15
Properties=species:S:1:pos:R:3:mulliken_charge:R:1
H -2.597 -1.264 -0.413 0.281
C 2.433 -0.323 -0.011 -1.165
H 3.083 -0.135 0.852 0.313
C -0.092 -0.706 -0.061 -0.310
H 1.056 2.191 0.881 0.436
N -0.807 1.359 0.409 -0.934
C 1.017 0.017 0.292 0.374
N -1.152 0.129 0.024 0.663
H -3.157 0.162 0.506 0.279
H -2.802 0.306 -1.240 0.276
C 0.509 1.301 0.578 -0.401
H 2.664 0.266 -0.864 0.264
H -0.176 -1.733 -0.396 0.337
C -2.517 -0.181 -0.305 -0.748
H 2.538 -1.390 -0.251 0.334
```

Computed properties:
Multiplicity: 1
SMILES: Cc1cnn(C)c1
Frontier orbital gap (eV): 9.7997
LUMO level (eV): 1.00
E_HOMO (Ha): -0.3232



iii.
Here is the molecule C5H8N2 from OMol25. Energies are from ωB97M-V with the def2-TZVPD basis set.

Geometry as XYZ:
```
15
Properties=species:S:1:pos:R:3:mulliken_charge:R:1
C -0.276 -1.462 0.736 -1.744
H 2.165 0.018 0.676 0.361
H -1.573 -0.489 -1.065 0.279
H -1.332 -1.506 1.024 0.464
H 1.697 0.999 -0.729 0.371
C -1.317 1.468 -1.177 0.384
H -0.054 -2.234 -0.009 0.422
H 0.316 -1.665 1.633 0.404
H 0.057 1.921 0.917 0.296
C -0.472 0.978 1.185 -0.708
N -0.868 0.222 -0.911 -0.372
H 1.799 -0.771 -0.869 0.349
C 0.057 -0.064 0.225 1.388
C 1.515 0.055 -0.207 -1.430
N -1.714 2.530 -1.430 -0.464
```

Computed properties:
Multiplicity: 1
Frontier orbital gap (spin up / spin down) (eV): 8.4183 / 8.4112
LUMO level (spin up / spin down) (eV): -0.92 / -0.90
E_HOMO (spin up / spin down) (Ha): -0.3430 / -0.3423



Result of the stability comparison: iii is the least stable of them.



i.
Here is the molecule C5H8N2 from OMol25. Energies are from ωB97M-V with the def2-TZVPD basis set.

Geometry as XYZ:
```
15
Properties=species:S:1:pos:R:3:mulliken_charge:R:1
C -0.559 -1.528 0.005 -0.554
H 2.368 2.191 -0.104 0.307
C -2.249 -0.110 0.015 -0.235
H 0.081 -2.395 0.016 0.392
N -1.928 -1.449 0.056 -0.118
C -0.120 -0.228 -0.029 0.379
H 1.167 0.710 -1.587 0.257
H 1.933 -0.434 -0.621 0.263
H 2.443 0.879 1.031 0.250
N -1.166 0.632 0.149 -0.516
H -2.579 -2.116 0.427 0.234
H -3.264 0.209 -0.163 0.386
C 1.150 0.331 -0.566 -0.352
C 1.754 1.432 0.380 -1.014
H 0.969 1.876 0.992 0.323
```

Computed properties:
Multiplicity: 1
SMILES: CCc1c[nH]cn1
Frontier orbital gap (eV): 9.4041
LUMO level (eV): 0.93
E_HOMO (Ha): -0.3116



ii.
Here is a cluster of 2 separate species, C5H8N2 in total from OMol25. Energies are from ωB97M-V with the def2-TZVPD basis set.

Geometry as XYZ:
```
15
Properties=species:S:1:pos:R:3:mulliken_charge:R:1
C -1.024 -1.552 0.779 0.179
H -0.441 2.083 -1.342 0.356
C -0.996 1.280 -0.877 -0.554
H -1.881 1.449 -0.278 0.288
C 1.492 0.711 1.224 -0.900
H 0.736 1.337 0.744 0.147
H -1.737 -1.764 -1.231 0.346
C 0.343 -0.871 -1.272 -0.700
N -1.136 -1.770 1.909 -0.410
N -0.564 0.066 -1.036 0.120
H 0.904 -1.149 -2.147 0.236
H 1.534 -0.303 0.818 0.172
H 2.502 1.118 1.103 0.288
H 1.200 0.660 2.267 0.296
C -0.931 -1.294 -0.661 0.136
```

Computed properties:
Multiplicity: 1
Frontier orbital gap (eV): 8.5750
LUMO level (eV): 0.56
E_HOMO (Ha): -0.2947



iii.
Here is the molecule C5H8N2 from OMol25. Energies are from ωB97M-V with the def2-TZVPD basis set.

Geometry as XYZ:
```
15
Properties=species:S:1:pos:R:3:mulliken_charge:R:1
H -0.936 -1.146 -0.993 0.385
C -0.656 -0.302 -0.352 0.134
H -1.770 1.323 0.724 0.377
H 2.278 -0.904 1.574 0.265
H 1.285 -2.259 1.054 0.292
H 1.423 0.150 -1.335 0.420
C 0.616 0.469 -0.658 0.221
H -2.483 -0.285 0.862 0.324
N 0.533 -0.284 0.560 -0.300
N 0.051 2.980 -0.929 -0.461
C -1.950 0.391 0.179 -1.358
H 2.315 -1.402 -0.105 0.300
H -2.693 0.645 -0.599 0.343
C 0.414 1.903 -0.715 -0.163
C 1.634 -1.267 0.758 -0.781
```

Computed properties:
Multiplicity: 1
SMILES: C[C@H]1[C@@H](C#N)N1C
Frontier orbital gap (eV): 10.4762
LUMO level (eV): 0.90
E_HOMO (Ha): -0.3518



Result of the stability comparison: ii is the least stable of them.



i.
Here is a cluster of 2 separate species, C4H13NS in total from OMol25. Energies are from ωB97M-V with the def2-TZVPD basis set.

Geometry as XYZ:
```
19
Properties=species:S:1:pos:R:3:mulliken_charge:R:1
H -1.743 -0.096 2.297 0.241
H -1.150 -0.155 0.818 0.190
H -0.455 0.738 -3.853 0.294
C 0.195 -0.632 2.270 -0.331
H 0.818 -1.293 1.657 0.304
H 0.116 -1.103 3.260 0.314
H -0.045 -0.983 -1.327 0.218
C 0.209 -0.537 -2.298 -0.283
H 1.183 1.048 1.424 0.051
C -0.873 0.174 -3.011 -0.960
S 1.597 0.558 -1.848 -0.139
H 1.466 0.764 -0.544 -0.104
N -1.151 -0.667 1.699 -0.598
C 0.764 0.775 2.395 -0.659
H -1.482 0.850 -2.395 0.268
H -0.083 1.448 2.631 0.254
H 1.543 0.914 3.139 0.315
H 0.725 -1.367 -2.793 0.303
H -1.635 -0.437 -3.521 0.323
```

Computed properties:
Multiplicity: 1
SMILES: CCN.CCS
Frontier orbital gap (eV): 10.0284
LUMO level (eV): 0.90
E_HOMO (Ha): -0.3355



ii.
Here is a cluster of 2 separate species, C4H13NS in total from OMol25. Energies are from ωB97M-V with the def2-TZVPD basis set.

Geometry as XYZ:
```
19
Properties=species:S:1:pos:R:3:mulliken_charge:R:1
H 1.190 -2.368 0.363 0.295
H -0.994 1.848 -0.013 0.223
H 0.617 1.631 0.707 0.343
H -0.840 2.360 -2.327 0.225
H -1.198 -0.583 0.084 0.456
H 0.957 -2.888 2.034 0.361
H 0.078 -0.305 -0.924 0.330
C 0.040 1.783 -2.684 -0.800
C 0.199 -0.930 1.599 -0.399
H 0.957 1.924 -2.160 0.265
C -0.433 1.300 0.761 -0.910
H -0.458 -0.841 2.495 0.333
H -0.411 -2.924 0.865 0.331
S -0.303 -0.346 -2.352 -0.354
H 1.185 -0.537 1.880 0.279
C 0.462 -2.366 1.200 -1.168
N -0.357 -0.154 0.498 -0.453
H -0.815 1.637 1.735 0.316
H 0.122 1.759 -3.761 0.326
```

Computed properties:
Multiplicity: 1
SMILES: CCNC.CS
Frontier orbital gap (eV): 9.0162
LUMO level (eV): 0.87
E_HOMO (Ha): -0.2994



Result of the stability comparison: ii is the least stable of them.



i.
Here is a cluster of 2 separate species, C4H8N2O2 in total from OMol25. Energies are from ωB97M-V with the def2-TZVPD basis set.

Geometry as XYZ:
```
16
Properties=species:S:1:pos:R:3:mulliken_charge:R:1
O -1.840 1.497 0.610 -0.659
H -1.525 -0.345 -1.359 0.243
H 0.639 0.313 -0.867 0.159
C 0.617 -0.849 1.239 -0.465
C 0.487 1.808 0.199 -1.077
H 0.356 2.734 -0.340 0.326
N -0.826 -1.032 -1.601 -0.311
H -1.064 -1.861 -2.127 0.222
N -0.393 -0.037 1.443 0.061
H -1.273 -0.442 1.751 0.291
H 1.600 -0.467 1.016 0.367
C 0.479 -0.804 -1.310 0.377
O 1.402 -1.543 -1.575 -0.613
H 1.474 1.648 0.603 0.306
H 0.517 -1.892 1.499 0.324
C -0.649 1.272 0.818 0.449
```

Computed properties:
Multiplicity: 1
Frontier orbital gap (spin up / spin down) (eV): 6.5965 / 6.5932
LUMO level (spin up / spin down) (eV): -1.06 / -1.06
E_HOMO (spin up / spin down) (Ha): -0.2814 / -0.2813



ii.
Here is a cluster of 2 separate species, C4H8N2O2 in total from OMol25. Energies are from ωB97M-V with the def2-TZVPD basis set.

Geometry as XYZ:
```
16
Properties=species:S:1:pos:R:3:mulliken_charge:R:1
C 1.330 0.885 0.196 -0.030
H 1.035 -1.077 0.842 0.356
O -0.630 -0.830 -0.335 -0.428
N 0.352 1.269 -0.533 -0.450
O 2.635 -0.342 1.692 -0.512
H 2.076 1.791 0.461 0.340
H -1.769 -0.306 -2.525 0.177
H -2.077 -1.657 1.133 0.235
H -2.262 0.334 0.529 0.331
N 1.830 -0.484 0.355 -0.184
C -0.649 0.321 -1.000 0.119
H -1.068 -0.148 1.825 0.278
C -1.428 -0.570 0.816 -0.683
H -1.498 1.501 -2.904 0.280
C -1.311 0.669 -2.021 -0.195
H 3.435 -1.357 1.469 0.365
```

Computed properties:
Multiplicity: 1
Frontier orbital gap (eV): 9.4139
LUMO level (eV): 0.24
E_HOMO (Ha): -0.3371



iii.
Here is a structure of composition C4H8N2O2 from OMol25. Energies are from ωB97M-V with the def2-TZVPD basis set.

Geometry as XYZ:
```
16
Properties=species:S:1:pos:R:3:mulliken_charge:R:1
O 1.359 -0.619 -0.968 -0.460
C -0.828 -0.595 -0.168 0.490
H -0.740 1.255 1.260 0.426
C -0.005 1.183 0.474 0.024
H 2.120 -0.119 1.513 0.342
O -1.680 -0.987 0.842 -0.479
H 1.130 1.847 -0.975 0.249
C 1.059 -0.301 1.407 -1.099
H 2.274 -0.537 -0.674 0.353
H -2.566 -0.714 0.568 0.401
H -1.066 0.400 -1.893 0.283
N 0.437 2.093 -0.276 -0.738
N -1.370 -0.465 -1.452 -0.636
H -1.175 -1.244 -2.072 0.237
C 0.546 -0.621 0.125 0.332
H 0.504 -0.576 2.288 0.275
```

Computed properties:
Multiplicity: 1
Frontier orbital gap (eV): 7.5287
LUMO level (eV): 0.64
E_HOMO (Ha): -0.2531



iv.
Here is the molecule C4H8N2O2 from OMol25. Energies are from ωB97M-V with the def2-TZVPD basis set.

Geometry as XYZ:
```
16
Properties=species:S:1:pos:R:3:mulliken_charge:R:1
N 1.396 0.138 1.135 -0.312
H 0.603 0.494 1.648 0.216
C 1.552 0.244 -0.241 0.639
C -0.447 -0.456 -0.759 0.457
C -1.179 -0.711 0.362 -0.470
H 2.148 -0.305 1.640 0.207
C 0.326 0.824 -0.944 -0.716
O 2.620 0.035 -0.796 -0.621
H -0.095 1.683 -0.423 0.239
O -0.483 -1.366 -1.795 -0.560
N -1.654 0.247 1.255 -0.469
H 0.557 1.009 -1.992 0.265
H -2.497 -0.007 1.749 0.233
H 0.367 -1.330 -2.253 0.344
H -1.619 1.203 0.926 0.157
H -1.595 -1.700 0.488 0.392
```

Computed properties:
Multiplicity: 1
SMILES: N/C=C(/O)CC(N)=O
Frontier orbital gap (eV): 8.3283
LUMO level (eV): 0.75
E_HOMO (Ha): -0.2785



Result of the stability comparison: ii is the least stable of them.